[1]
# C4H28O12S

A 11-piece molecular cluster, C4H28O12S overall (ωB97M-V/def2-TZVPD, OMol25).

Computed properties:
HOMO-LUMO gap = 8.0502 eV
F_max = 3.765 eV/A
E_HOMO = -8.09 eV
multiplicity = 1
structure (SMILES) = O=C(O)CCCS.O.O.O.O.O.O.O.O.O.O
LUMO = -0.04 eV

Atoms and positions in Å:
O -1.718293 -2.676656 -0.105023
C -1.430888 -1.489368 -0.353690
O -1.580450 -0.874183 -1.597849
C -0.849357 -0.527201 0.633533
C -0.844989 1.025456 0.065293
C 0.613004 1.509217 -0.171870
S 0.554066 3.129033 -0.924791
H -2.105519 -1.382543 -2.198929
H -1.471606 -0.443538 1.573029
H 0.062317 -0.869140 1.010859
H -1.210738 1.549152 0.927223
H -1.455428 1.062391 -0.875427
H 1.238180 1.427247 0.671821
H 1.040186 0.877257 -0.867373
H 0.234668 2.804615 -2.183360
O 2.571749 1.514429 -2.454761
H 3.200132 1.540042 -1.767238
H 2.903106 1.581344 -3.313891
O -2.273974 3.091852 2.307993
H -1.750452 3.948240 2.264230
H -2.856207 2.908602 1.601630
O 2.702413 -2.901785 -0.252534
H 2.699953 -1.988790 -0.030827
H 2.460808 -3.342175 0.653028
O -3.771729 -0.362054 1.838462
H -4.510204 -0.490000 1.249830
H -3.542552 -1.244114 2.244235
O 2.729953 -2.255068 2.190160
H 2.607890 -2.719535 3.084943
H 2.471955 -1.309187 2.210615
O 0.936582 -2.697871 -2.399294
H 1.692079 -3.023397 -2.924081
H 1.112517 -2.764842 -1.464663
O 1.480547 -0.090079 2.590009
H 1.961022 0.602361 3.060118
H 0.582713 -0.052795 2.937848
O -0.869131 1.321327 -3.174974
H -1.331594 0.578306 -2.894123
H -1.584278 1.632115 -3.754405
O -1.059243 0.537893 3.482793
H -0.850675 0.930644 4.386953
H -2.035751 0.797932 3.216428
O 1.290540 -0.279789 -3.853243
H 0.927286 -1.000547 -3.316077
H 1.029391 0.415199 -3.322610

Forces on atoms 1 to 6 (eV/Å):
0.51 3.51 -1.25
-0.58 -2.52 0.32
0.14 -0.50 1.58
-2.41 2.80 -0.37
1.34 -2.43 0.82
-2.88 0.13 -0.85

***

[2]
# C6H12N2

An isolated molecule of C6H12N2 (ωB97M-V/def2-TZVPD, OMol25).

Computed properties:
HOMO-LUMO gap = 10.0642 eV
F_max = 4.100 eV/A
E_HOMO = -9.09 eV
multiplicity = 1
structure (SMILES) = [H]/N=C(C)\C(CC)=N/C
LUMO = 0.98 eV

Atoms and positions in Å:
H 2.201066 -1.419794 0.129973
N 2.406930 -0.498007 -0.251463
C 1.399338 0.263967 -0.312543
C 1.540176 1.641513 -0.885283
C 0.033933 -0.105827 0.190277
C -0.203244 0.045723 1.634376
C -1.742572 -0.722216 1.893034
N -0.906233 -0.605380 -0.509599
C -0.864357 -0.653415 -1.947345
H 1.408329 2.378141 -0.089898
H 0.774856 1.828496 -1.640420
H 2.529886 1.758847 -1.320493
H 0.618834 -0.347416 2.234247
H -0.434744 1.081913 1.877494
H -2.559694 -0.304715 1.316959
H -1.943190 -0.523514 2.941566
H -1.617669 -1.786404 1.724079
H -1.360691 -1.573652 -2.260261
H 0.151988 -0.641871 -2.361751
H -1.432943 0.183612 -2.362947

Forces on atoms 1 to 6 (eV/Å):
-0.22 0.03 0.16
0.26 -0.08 -0.20
-0.09 0.26 -0.31
0.10 0.06 0.05
-0.14 -0.85 -1.05
-3.85 -1.33 0.44

***

Ordered ΔE to the lowest compared entry with this formula, charge and spin results: 0.000, 1.543; unit eV.